(1)
Entry from OMol25: a 2-piece molecular cluster, C4H12NO overall (wB97M-V/def2-TZVPD).

Relative energy (zero: lowest compared OMol25 entry of this formula, charge and spin) ... 41.7 kcal per mole
Multiplicity ... 1
Total charge ... +1
HOMO level ... -14.17 eV
E ... -289.308428 Ha
Gap between HOMO and LUMO ... 10.8 eV
E_LUMO ... -3.343 eV

Each line ends with the Löwdin charge.
CARTESIAN COORDINATES (ANGSTROEM)
H  1.812  1.694  0.777  0.1855
H  1.424  0.239  -0.089  0.1221
H  -0.309  -0.801  -2.973  0.0681
H  -0.059  -1.235  -0.460  0.0764
H  0.200  -3.197  1.578  0.0350
C  -0.145  0.975  1.123  -0.1152
H  1.405  -2.940  0.823  0.0740
H  -2.133  0.184  0.538  0.1179
H  0.066  0.155  1.815  0.1183
H  -1.566  1.580  -0.393  0.1331
O  0.819  -2.487  1.481  -0.0612
H  0.982  1.715  -0.658  0.1766
H  -0.261  1.884  1.736  0.1332
C  -0.610  -0.088  -2.224  0.0314
C  -1.231  0.613  0.110  -0.1531
H  -1.013  0.931  -2.472  0.0910
C  -0.505  -0.368  -0.923  -0.1947
N  1.121  1.148  0.210  0.1616

Forces on atoms 1 to 6 (eV/Å):
H -0.18 -1.06 -0.64
H 0.63 -0.46 0.00
H 0.23 0.23 -0.34
H -0.11 -0.48 -0.20
H -1.08 -0.51 0.64
C 0.15 -0.05 -0.52

(2)
Entry from OMol25: one molecule with the formula C5H12N2O2 (wB97M-V/def2-TZVPD).

Relative energy (zero: lowest compared OMol25 entry of this formula, charge and spin) ... 99.4 kcal per mole
Multiplicity ... 1
Total charge ... 0
HOMO level (spin up / spin down) ... -8.36 / -8.35 eV
E ... -457.590495 Ha
Gap between HOMO and LUMO (spin up / spin down) ... 8.5 / 8.5 eV
Structure (SMILES) ... CN[C@@H](O)C(C)(C)N=O
E_LUMO (spin up / spin down) ... 0.116 / 0.116 eV

Each line ends with the Löwdin charge.
CARTESIAN COORDINATES (ANGSTROEM)
H  -0.883  2.093  -1.330  0.0805
O  -0.082  -0.034  2.395  -0.0844
N  1.551  -0.697  0.383  -0.0316
H  0.421  -2.410  -0.262  0.0749
C  1.015  0.383  -0.306  -0.3187
H  1.948  -2.081  -1.126  0.0858
H  1.549  1.313  -0.116  0.1479
H  0.417  -0.595  -1.852  0.0947
C  -1.583  -0.323  0.092  -0.0323
H  -1.586  -0.557  -0.974  0.0811
H  1.974  -2.710  0.523  0.0891
H  1.333  -0.654  1.386  0.0963
C  1.449  -2.042  -0.157  -0.0896
N  -0.244  1.011  1.716  -0.0137
H  -2.603  -0.051  0.368  0.0885
H  -0.438  2.955  0.158  0.0815
H  -1.304  -1.202  0.670  0.0677
C  -0.656  0.838  0.403  -0.4802
H  -2.090  2.374  -0.068  0.0814
O  0.854  0.243  -1.652  0.0271
C  -1.040  2.146  -0.252  -0.0459

Forces on atoms 1 to 6 (eV/Å):
H -0.01 -0.01 0.01
O -0.73 1.39 -0.94
N 0.21 -0.29 0.40
H 0.01 -0.04 -0.03
C -0.88 0.84 0.86
H 0.00 -0.09 0.03

(3)
Entry from OMol25: C24H13BiCl4F6N4O2SSb as an isolated structure (wB97M-V/def2-TZVPD).

Relative energy (zero: lowest compared OMol25 entry of this formula, charge and spin) ... 5.8 kcal per mole
<S²> ... 0.767
Multiplicity ... 2
Total charge ... 0
HOMO level (spin up / spin down) ... -8.49 / -8.52 eV
E ... -4585.105296 Ha
Gap between HOMO and LUMO (spin up / spin down) ... 7.5 / 5.4 eV
E_LUMO (spin up / spin down) ... -1.013 / -3.163 eV

Each line ends with the Mulliken spin population.
CARTESIAN COORDINATES (ANGSTROEM)
C  0.873  1.117  2.744  -0.0280
C  0.283  -5.205  -0.781  0.0011
C  3.954  0.895  -1.026  -0.0057
C  -0.435  0.526  3.233  -0.0003
H  -5.337  1.399  -0.657  0.0000
F  0.671  -2.752  -4.263  0.0001
N  -1.269  -0.010  2.338  0.0027
C  1.227  -5.178  -1.795  -0.0008
H  1.382  -6.047  -2.422  -0.0001
C  -4.517  2.094  -0.534  -0.0003
H  -2.139  -0.039  6.079  0.0000
C  2.344  1.229  0.853  0.2546
C  2.771  0.498  -0.352  0.1731
H  -3.687  -1.056  4.404  0.0001
C  -2.382  3.809  -0.266  -0.0003
O  1.530  1.789  3.509  0.0597
H  2.700  -3.941  -2.789  -0.0001
H  -5.758  3.776  -0.068  0.0000
Bi  -0.156  -0.393  -0.007  -0.0114
F  -0.562  -1.656  -2.252  -0.0008
C  -2.105  2.473  -0.613  0.0006
O  3.594  -1.718  -1.924  0.0544
Cl  -3.031  -0.042  -1.110  -0.0007
N  0.815  -2.959  -0.199  0.0059
Sb  -0.276  -1.128  -4.106  -0.0001
H  -0.318  -6.086  -0.598  0.0001
F  1.304  -0.318  -3.442  0.0013
H  -3.816  5.318  0.186  0.0000
C  3.127  2.312  1.296  -0.0525
F  -1.906  -1.963  -4.501  0.0000
C  0.104  -4.070  -0.008  0.0015
H  -0.004  1.007  5.262  0.0005
S  -0.428  2.016  -0.937  0.0139
C  1.966  -4.028  -2.001  -0.0012
Cl  5.156  4.013  1.158  0.0291
F  -1.165  0.496  -3.836  0.0000
Cl  6.096  2.419  -1.392  0.0183
Cl  -1.095  4.964  -0.065  0.0003
H  4.254  0.376  -1.920  0.0000
C  1.719  -2.945  -1.181  -0.0168
C  -3.671  4.277  -0.071  -0.0001
C  -4.747  3.418  -0.211  0.0006
C  -2.756  -0.597  4.100  0.0030
C  -1.894  -0.030  5.025  -0.0015
H  -0.638  -4.042  0.784  0.0001
C  -0.713  0.548  4.588  0.0012
C  -3.220  1.646  -0.723  0.0004
C  4.252  2.664  0.612  0.1285
H  2.837  2.868  2.169  0.0008
C  -2.407  -0.561  2.762  -0.0017
C  2.538  -1.685  -1.352  -0.0189
C  4.677  1.943  -0.557  0.0751
H  -3.057  -0.969  1.995  0.0001
F  0.089  -0.705  -5.890  0.0000
N  1.214  0.784  1.444  0.1196
N  2.012  -0.549  -0.692  0.1940

Forces on atoms 1 to 6 (eV/Å):
C -0.13 0.01 -0.34
C -0.05 -0.02 0.00
C -0.22 -0.14 0.09
C 0.03 -0.06 -0.23
H 0.02 0.00 0.02
F 0.01 -0.12 -0.07

(4)
Entry from OMol25: an isolated ion of composition C6H6N and charge +1 (wB97M-V/def2-TZVPD).

Relative energy (zero: lowest compared OMol25 entry of this formula, charge and spin) ... 111.8 kcal per mole
Multiplicity ... 1
Total charge ... +1
HOMO level (spin up / spin down) ... -12.63 / -13.35 eV
E ... -286.457158 Ha
Gap between HOMO and LUMO (spin up / spin down) ... 6.0 / 7.9 eV
E_LUMO (spin up / spin down) ... -6.650 / -5.491 eV

Each line ends with the Löwdin charge.
CARTESIAN COORDINATES (ANGSTROEM)
C  4.034  0.312  -0.901  0.2553
C  0.626  -0.308  0.662  -0.0649
H  0.583  0.351  1.548  0.1571
C  2.910  -0.094  -0.604  -0.0773
H  5.006  0.543  -1.349  0.0897
H  -3.344  0.198  -0.292  0.1081
H  -2.587  -1.496  0.409  0.1866
N  -1.815  -0.816  0.348  0.0125
H  -1.909  0.915  -0.926  0.1138
C  1.790  -0.194  0.081  0.0495
C  -2.318  0.438  -0.054  -0.0383
H  -2.381  1.255  0.558  0.0812
C  -0.595  -1.106  0.520  0.1268

Forces on atoms 1 to 6 (eV/Å):
C 0.59 -0.20 -1.07
C -1.31 0.18 0.60
H -0.42 -0.32 0.04
C 0.35 0.71 0.94
H -0.76 -0.23 0.57
H -0.43 0.47 -0.36

(5)
Entry from OMol25: ClH10NiO5 as an isolated structure (wB97M-V/def2-TZVPD).

<S²> ... 3.766
Multiplicity ... 4
Total charge ... +2
HOMO level (spin up / spin down) ... -18.50 / -17.34 eV
E ... -2349.709652 Ha
Gap between HOMO and LUMO (spin up / spin down) ... 9.8 / 3.1 eV
E_LUMO (spin up / spin down) ... -8.709 / -14.222 eV

Each line ends with the Mulliken spin population.
CARTESIAN COORDINATES (ANGSTROEM)
H  2.145  1.098  1.273  -0.0189
O  2.389  1.222  2.190  0.5783
H  0.707  -2.090  -0.027  -0.0130
Cl  0.266  0.246  -0.758  0.0234
H  -2.783  -2.124  -1.345  -0.0136
H  -2.881  1.240  1.310  -0.0039
H  0.766  -3.527  0.444  -0.0074
O  -1.936  -2.547  -1.207  0.5799
O  1.203  3.462  -0.262  0.4839
O  -2.685  0.387  0.923  0.1459
H  0.514  4.089  -0.485  -0.0121
H  -1.755  0.432  0.701  -0.0068
H  -1.294  -1.850  -1.341  -0.0217
O  0.976  -2.966  -0.302  0.2956
H  0.900  2.632  -0.631  -0.0167
H  2.122  0.410  2.621  -0.0145
Ni  1.345  -0.114  -3.104  1.0217

Forces on atoms 1 to 6 (eV/Å):
H -0.17 -0.02 -1.19
O 0.36 1.09 0.19
H -0.02 0.82 0.19
Cl 0.72 -0.21 -1.20
H -1.31 0.37 0.17
H -0.38 0.40 0.20

(6)
Entry from OMol25: C40H37N4O4P2SSn as an isolated structure (wB97M-V/def2-TZVPD).

Relative energy (zero: lowest compared OMol25 entry of this formula, charge and spin) ... 32.1 kcal per mole
Multiplicity ... 1
Total charge ... +3
HOMO level ... -15.82 eV
E ... -3360.834502 Ha
Gap between HOMO and LUMO ... 4.8 eV
E_LUMO ... -11.018 eV

Each line ends with the Löwdin charge.
CARTESIAN COORDINATES (ANGSTROEM)
H  3.519  5.792  -3.521  0.1415
Sn  -1.354  0.585  -0.473  1.3464
C  1.328  3.377  -2.385  -0.1929
C  -0.652  5.759  -0.089  -0.0491
C  1.396  -0.022  5.041  -0.0360
C  1.627  0.231  2.663  -0.0878
H  -1.560  -5.617  0.094  0.1194
C  0.173  7.947  0.467  -0.0201
C  0.575  5.240  0.312  -0.3301
H  -3.194  0.636  1.783  0.1055
H  -5.216  -3.528  4.730  0.1227
H  -0.249  -3.553  1.594  0.0742
H  -3.851  -4.309  -4.093  0.1173
C  2.854  4.940  -3.524  0.0244
N  0.676  2.960  -1.373  0.0630
C  -0.257  -2.990  0.659  -0.2478
H  2.401  5.052  -1.461  0.1139
C  2.503  -2.163  0.281  -0.2948
C  -4.077  -3.929  1.569  -0.0479
H  -4.289  -4.499  0.675  0.1133
C  1.808  0.725  3.942  -0.0532
H  0.513  -1.856  5.720  0.1217
C  3.251  -2.956  1.153  -0.0573
H  -1.955  -1.560  2.801  0.0617
P  0.906  -1.581  0.797  0.8146
H  4.599  -2.129  -2.373  0.1136
C  2.238  4.528  -2.393  0.0981
H  -5.678  -4.819  2.677  0.1231
H  3.111  4.604  -5.637  0.1559
C  -2.357  -6.280  -1.772  -0.0445
O  0.462  -0.454  -0.152  -0.5309
C  0.628  -1.771  3.583  -0.0882
C  -3.554  -2.467  3.882  -0.0538
H  1.966  0.810  1.811  0.0981
N  0.367  1.569  -3.681  0.1527
C  4.954  -3.156  -0.526  -0.0381
H  -2.108  -7.316  -1.590  0.1210
H  -3.294  -2.581  -2.419  0.1052
C  1.136  2.639  -3.669  -0.1245
H  0.177  -3.645  -0.100  0.0844
C  -3.019  -3.612  -2.247  -0.0620
H  1.547  0.363  6.041  0.1221
H  -2.111  0.989  3.709  0.1083
C  0.815  -1.269  4.863  -0.0417
H  0.175  -2.747  3.470  0.1026
H  2.894  -3.171  2.154  0.1143
H  -0.726  1.337  2.938  0.0650
C  0.793  1.335  -6.058  0.0156
O  2.171  3.171  0.611  -0.2446
P  -2.017  -2.743  0.159  0.8310
C  1.600  2.445  -6.052  0.0651
H  5.913  -3.544  -0.842  0.1217
H  0.606  0.772  -6.961  0.1335
C  2.619  4.249  -4.735  0.1443
C  4.476  -3.454  0.743  -0.0424
H  2.284  1.686  4.088  0.1201
C  -3.335  -4.586  -3.183  -0.0488
C  1.790  3.125  -4.829  -0.1278
H  -3.351  -1.906  4.785  0.1144
H  -2.406  2.062  1.650  0.0803
C  -2.764  -2.283  2.761  -0.1027
H  -1.447  5.111  -0.436  0.1214
H  -3.250  -6.667  -3.682  0.1219
C  -2.045  -5.317  -0.829  -0.0821
C  2.982  -1.863  -0.993  -0.0681
H  2.398  -1.240  -1.658  0.0998
H  2.161  8.051  1.274  0.1265
C  1.386  7.408  0.881  -0.0285
N  -2.265  1.050  1.698  -0.1403
C  -4.863  -4.109  2.699  -0.0372
H  2.535  5.602  1.126  0.1246
C  1.601  6.041  0.801  -0.0575
O  -0.286  2.840  0.864  -0.3956
C  -4.602  -3.382  3.851  -0.0350
C  -2.374  -3.980  -1.069  -0.3171
H  2.085  2.802  -6.952  0.1460
H  -0.429  0.067  -4.831  0.1321
O  -2.220  -1.351  -0.468  -0.5550
N  -1.537  0.723  2.911  0.0095
C  4.213  -2.360  -1.390  -0.0554
C  1.018  -1.015  2.481  -0.3127
S  0.832  3.514  0.250  0.6550
C  -3.021  -3.020  1.601  -0.2866
H  0.011  9.014  0.533  0.1271
C  -0.842  7.128  -0.018  -0.0339
H  -1.786  7.557  -0.325  0.1243
C  -3.001  -5.912  -2.949  -0.0367
H  5.061  -4.066  1.415  0.1216
C  0.209  0.943  -4.852  -0.0311

Forces on atoms 1 to 6 (eV/Å):
H 0.00 0.00 0.03
Sn -0.18 0.11 -0.55
C -0.17 0.05 0.24
C -0.09 0.06 -0.02
C -0.01 -0.01 0.00
C 0.07 0.00 -0.01